ORCA calculation (ωB97M-V/def2-TZVPD) on C21H28F5O2Pt as an isolated structure.

Element x y z (Å)
O 0.39 -0.58 0.32
C 0.66 -1.97 0.34
C 1.33 -1.93 1.72
H 1.35 -2.17 -0.48
H -0.24 -2.57 0.27
C 0.88 -0.41 1.69
H 2.43 -1.89 1.77
H 0.96 -2.67 2.44
C 1.98 0.61 1.61
H 2.66 0.40 0.76
H 2.54 0.60 2.54
H 1.52 1.61 1.43
C -0.14 -0.16 2.76
H -0.88 -0.96 2.82
H -0.69 0.78 2.61
H 0.35 -0.12 3.75
Pt -2.13 1.04 -0.86
C -4.55 0.46 1.16
C -4.33 0.32 -0.23
C -3.24 -0.70 -0.42
H -5.00 0.66 -1.02
C -2.81 -1.02 0.95
C -3.59 -0.31 1.86
H -3.51 -0.37 2.96
H -5.36 1.02 1.63
H -3.22 -1.37 -1.27
H -2.08 -1.80 1.19
C -3.23 3.26 0.85
C -2.50 3.19 2.03
C -1.13 2.94 1.72
H -2.88 3.33 3.05
C -1.00 2.73 0.31
C -2.35 2.99 -0.31
H -2.43 3.52 -1.26
H -4.28 3.49 0.76
H -0.32 3.04 2.44
H -0.06 2.76 -0.24
O 2.80 -0.94 -0.95
C 3.77 -1.63 -0.08
C 4.80 -2.41 -0.91
H 3.35 -2.48 0.54
H 4.21 -0.88 0.60
C 4.08 -2.53 -2.31
H 4.95 -3.39 -0.41
H 5.76 -1.90 -0.88
C 2.83 -1.59 -2.27
H 3.77 -3.57 -2.50
H 4.76 -2.27 -3.14
H 1.88 -2.19 -2.34
H 2.88 -0.86 -3.10
F -2.42 0.81 -3.81
C -1.41 0.74 -2.87
F -0.84 -0.52 -2.92
C -0.31 1.75 -3.42
F -0.07 1.46 -4.73
F -0.75 3.04 -3.36
F 0.87 1.63 -2.74

Output
Net charge = +1
LUMO level (alpha / beta) = -2.98 / -6.64 eV
⟨S²⟩ = 6.026
Multiplicity = 5
Gap between HOMO and LUMO (alpha / beta) = 8.375 / 5.169 eV
Energy above the lowest of the compared OMol25 structures with the same formula, charge and spin = 164.6 kJ/mol

Löwdin population analysis, charges in e, atoms 1 to 8: -0.12, -0.17, -0.05, 0.08, 0.11, -0.52, 0.08, 0.12

***

ORCA calculation (ωB97M-V/def2-TZVPD) on C21H28IN5O6RhS2 as an isolated structure.

Element x y z (Å)
Rh -1.10 0.50 -0.47
C 1.53 -4.37 2.07
C 1.51 -4.61 0.57
N 0.34 -4.00 -0.06
C -0.73 -4.90 -0.50
C -1.46 -5.58 0.65
C 0.34 -2.68 -0.21
S -1.09 -1.92 -0.91
N 1.43 -2.01 0.04
C 1.50 -0.71 0.35
O 0.55 -0.03 0.80
C 2.84 -0.08 0.21
C 2.93 1.31 0.19
C 4.16 1.92 0.08
C 5.33 1.17 0.07
C 5.25 -0.22 0.14
C 4.03 -0.85 0.23
H 2.40 -4.86 2.50
H 0.62 -4.69 2.57
H 1.62 -3.29 2.27
H 1.46 -5.69 0.35
H 2.42 -4.24 0.13
H -0.24 -5.69 -1.13
H -1.43 -4.38 -1.11
H -0.78 -6.22 1.21
H -2.27 -6.21 0.22
H -1.86 -4.81 1.30
H 2.03 1.90 0.27
H 4.21 2.99 0.05
H 6.28 1.66 -0.01
H 6.16 -0.80 0.19
H 3.98 -1.91 0.36
C -1.98 1.35 -4.60
S -1.22 0.35 -3.36
O -0.03 0.99 -2.78
O -1.03 -0.96 -3.93
O -2.28 0.29 -2.26
H -1.33 1.27 -5.46
H -2.12 2.38 -4.27
H -2.92 0.84 -4.81
N -3.76 0.28 3.14
C -2.90 -0.09 2.19
O -2.70 0.59 1.17
C -2.15 -1.38 2.32
I -1.95 -2.08 4.31
H -4.16 1.20 3.08
H -3.87 -0.24 3.99
H -1.14 -1.27 1.96
H -2.70 -2.14 1.77
N -0.94 5.89 -2.75
C -1.42 6.09 -1.48
O -2.12 7.01 -1.11
C -1.05 5.02 -0.48
C -0.88 5.37 0.83
C -0.67 4.38 1.79
C -0.69 3.06 1.34
N -0.83 2.70 0.06
C -1.01 3.67 -0.84
H -1.02 6.68 -3.38
H -0.08 5.36 -2.85
H -0.94 6.43 1.03
H -0.56 4.65 2.81
H -0.44 2.23 2.01
H -1.08 3.38 -1.88

Output
Net charge = +1
LUMO level (alpha / beta) = -2.84 / -6.10 eV
⟨S²⟩ = 6.013
Multiplicity = 5
Gap between HOMO and LUMO (alpha / beta) = 8.488 / 5.617 eV
Energy above the lowest of the compared OMol25 structures with the same formula, charge and spin = 24.6 kJ/mol

Löwdin population analysis, charges in e, atoms 1 to 8: 1.05, -0.06, -0.19, -0.09, -0.23, -0.06, -0.61, 0.99

***

ORCA calculation (ωB97M-V/def2-TZVPD) on C21H28IrN11O2PS2 as an isolated structure.

Element x y z (Å)
Ir -0.05 -0.57 -0.38
C -3.81 3.30 1.72
C -2.57 3.08 2.60
C -1.32 3.62 1.94
C -1.16 5.01 1.99
C -0.14 5.64 1.31
C 0.72 4.88 0.53
C 0.60 3.50 0.45
C 1.54 2.71 -0.42
C 1.78 3.32 -1.80
C -0.40 2.86 1.20
N -0.48 1.45 1.20
C -0.55 0.89 2.37
C -0.89 -0.49 2.50
C -1.27 -1.21 3.62
C -1.53 -2.51 3.16
C -1.27 -2.51 1.79
N -0.90 -1.28 1.39
H -4.69 2.81 2.16
H -3.65 2.89 0.73
H -4.03 4.36 1.62
H -2.50 2.02 2.82
H -2.71 3.59 3.55
H -1.87 5.59 2.56
H -0.02 6.72 1.37
H 1.52 5.37 -0.03
H 1.13 1.72 -0.56
H 2.49 2.57 0.11
H 0.83 3.55 -2.28
H 2.31 2.60 -2.43
H 2.38 4.23 -1.76
H -0.42 1.48 3.28
H -1.35 -0.83 4.63
H -1.85 -3.37 3.74
H -1.33 -3.32 1.08
N 3.38 -0.50 -1.14
C 3.09 -0.36 0.21
N 4.02 -0.15 1.12
N 3.31 -0.02 2.27
N 2.06 -0.14 2.05
N 1.86 -0.38 0.73
C 2.48 -0.22 -2.15
N 2.88 -0.04 -3.40
N 1.72 0.11 -4.08
N 0.71 0.03 -3.29
N 1.16 -0.18 -2.03
H 4.35 -0.36 -1.38
C -1.72 -1.43 -5.06
C -2.37 -1.44 -3.69
O -2.16 -0.18 -3.07
P -1.94 0.12 -1.51
S -2.24 2.05 -1.36
S -0.34 -2.55 -1.30
O -3.25 -0.73 -0.99
C -3.66 -0.62 0.36
C -5.09 -0.09 0.39
H -1.91 -2.39 -5.55
H -0.65 -1.27 -4.98
H -2.15 -0.64 -5.68
H -1.98 -2.25 -3.08
H -3.46 -1.57 -3.79
H -3.00 0.05 0.91
H -3.59 -1.60 0.82
H -5.13 0.88 -0.09
H -5.44 0.00 1.42
H -5.75 -0.77 -0.14

Output
Net charge = -2
LUMO level (alpha / beta) = 4.72 / 4.58 eV
⟨S²⟩ = 0.756
Multiplicity = 2
Gap between HOMO and LUMO (alpha / beta) = 6.924 / 6.538 eV
Energy above the lowest of the compared OMol25 structures with the same formula, charge and spin = 23.8 kJ/mol

Löwdin population analysis, charges in e, atoms 1 to 8: 0.83, -0.11, -0.21, -0.18, -0.07, -0.10, -0.05, -0.17

***

ORCA calculation (ωB97M-V/def2-TZVPD) on a 3-piece molecular cluster, C21H28N2O11P overall.

Element x y z (Å)
C 4.35 -0.40 2.00
C 3.44 -0.85 0.87
C 3.21 0.20 -0.21
C 2.62 1.54 0.19
C 1.09 1.56 0.45
N 0.44 0.46 -0.25
C -0.93 0.22 0.17
C -1.53 -0.96 -0.58
C -2.46 -1.80 0.27
O -3.67 -1.12 0.61
P 0.43 3.17 -0.24
N -0.27 2.99 -1.66
C 0.78 1.46 2.01
O -0.06 2.26 2.45
O 1.35 0.51 2.56
H 4.40 -1.16 2.78
H 3.96 0.50 2.48
H 5.37 -0.22 1.65
H 2.48 -1.17 1.28
H 3.91 -1.72 0.38
H 2.60 -0.23 -1.00
H 4.19 0.41 -0.66
H 2.83 2.21 -0.65
H 3.12 1.97 1.06
H 0.41 0.71 -1.24
H -1.57 1.11 0.03
H -0.91 0.01 1.24
H -2.05 -0.63 -1.48
H -0.70 -1.61 -0.90
H -1.94 -2.10 1.18
H -2.77 -2.70 -0.26
H -3.47 -0.46 1.29
H 1.62 3.93 -0.35
H -0.29 3.87 0.72
H -1.21 3.35 -1.66
C -7.05 -2.92 3.66
C -6.31 -2.01 2.98
C -5.65 -0.84 3.68
O -5.01 -0.07 2.99
C -5.82 -0.69 5.12
C -6.55 -1.60 5.78
C -7.21 -2.77 5.08
O -7.84 -3.53 5.80
O -6.77 -1.57 7.08
O -6.11 -2.07 1.69
H -7.52 -3.76 3.17
H -5.34 0.15 5.60
H -7.33 -2.36 7.26
H -5.50 -1.34 1.43
C 4.78 -0.03 -4.21
C 5.56 -0.05 -5.30
C 5.20 0.70 -6.57
O 6.00 0.61 -7.49
C 3.98 1.46 -6.62
C 3.19 1.48 -5.53
C 3.55 0.73 -4.26
O 2.76 0.84 -3.35
O 2.05 2.14 -5.45
O 6.70 -0.71 -5.40
H 5.02 -0.56 -3.30
H 3.73 1.98 -7.53
H 1.71 2.00 -4.54
H 7.03 -0.53 -6.30

Output
Net charge = -1
LUMO level = 0.39 eV
Gap between HOMO and LUMO = 5.252 eV

Löwdin population analysis, charges in e, atoms 1 to 8: -0.12, -0.27, -0.24, -0.19, -0.49, -0.03, -0.24, -0.17

***

ORCA calculation (ωB97M-V/def2-TZVPD) on C21H28N3O2PdS2Si as an isolated structure.

Element x y z (Å)
Pd -0.37 0.17 0.41
C 1.59 2.82 1.02
Si 1.44 2.72 -0.81
C 3.11 2.44 -1.52
C 0.44 4.11 -1.46
N 0.40 1.13 -1.20
C 0.17 0.70 -2.38
C 0.68 1.38 -3.60
C 0.42 0.89 -4.82
C -0.38 -0.32 -4.97
C -0.89 -1.03 -3.92
C -0.64 -0.57 -2.63
O -1.12 -1.08 -1.55
C -1.63 -2.44 -1.42
C -2.76 -2.57 -0.65
C -3.28 -3.84 -0.48
C -2.66 -4.94 -1.06
C -1.51 -4.76 -1.82
C -0.97 -3.49 -2.01
H 2.55 3.30 1.24
H 1.59 1.85 1.52
H 0.81 3.44 1.46
H 3.72 3.31 -1.27
H 3.16 2.31 -2.60
H 3.58 1.56 -1.06
H 0.89 5.04 -1.09
H -0.59 4.06 -1.09
H 0.40 4.18 -2.55
H 1.24 2.29 -3.49
H 0.79 1.39 -5.70
H -0.61 -0.66 -5.97
H -1.51 -1.90 -4.09
H -3.24 -1.69 -0.23
H -4.19 -3.98 0.10
H -3.07 -5.93 -0.93
H -1.02 -5.62 -2.28
H -0.06 -3.36 -2.58
S -1.58 1.83 1.61
C -1.72 0.49 2.62
N -2.13 0.51 3.91
C -2.17 -0.61 4.66
C -1.79 -1.80 4.11
C -1.38 -1.79 2.78
N -1.36 -0.67 2.06
H -2.40 1.40 4.32
H -2.49 -0.50 5.69
H -1.81 -2.72 4.68
H -1.09 -2.70 2.27
C 3.35 -2.56 1.12
S 2.88 -0.85 1.22
C 3.54 -0.48 2.82
O 1.36 -0.86 1.42
H 2.94 -3.09 1.98
H 4.44 -2.63 1.11
H 2.95 -2.97 0.19
H 4.62 -0.59 2.78
H 3.10 -1.16 3.55
H 3.29 0.56 3.05

Output
Net charge = +3
LUMO level = -11.42 eV
Gap between HOMO and LUMO = 6.097 eV
Energy above the lowest of the compared OMol25 structures with the same formula, charge and spin = 99.2 kJ/mol

Löwdin population analysis, charges in e, atoms 1 to 8: 0.80, -0.19, 0.50, -0.14, -0.14, -0.02, -0.18, 0.02

***

ORCA calculation (ωB97M-V/def2-TZVPD) on one molecule with the formula C21H28N4O3S.

Element x y z (Å)
C -0.61 4.41 1.50
H -1.20 5.25 1.15
C 0.24 3.82 0.38
H 0.93 3.08 0.79
H 0.86 4.62 -0.05
C -0.55 3.17 -0.77
N -1.34 2.08 -0.20
C -2.24 1.34 -0.86
O -2.54 1.46 -2.03
C -2.91 0.28 0.04
N -2.08 -0.91 0.21
C -1.12 -0.93 1.14
O -0.85 0.07 1.81
C -0.42 -2.26 1.33
C 0.70 -2.21 2.38
C 1.96 -1.58 1.81
O 2.96 -2.20 1.51
N 1.87 -0.23 1.62
C 2.88 0.49 1.06
N 2.80 1.75 0.81
C 3.94 2.21 0.25
C 4.91 1.28 0.06
S 4.38 -0.27 0.61
H 5.88 1.41 -0.37
H 4.00 3.25 -0.01
H 0.99 0.24 1.85
H 0.95 -3.22 2.70
H 0.37 -1.63 3.24
H -0.02 -2.60 0.37
H -1.17 -2.99 1.64
C -2.39 -2.04 -0.61
C -3.38 -2.91 -0.19
C -3.72 -4.00 -0.97
C -3.06 -4.21 -2.17
C -2.08 -3.34 -2.58
C -1.72 -2.23 -1.82
C -0.68 -1.27 -2.30
H -1.18 -0.40 -2.74
H -0.06 -1.73 -3.06
H -0.05 -0.91 -1.49
H -1.57 -3.50 -3.53
H -3.32 -5.06 -2.78
H -4.49 -4.68 -0.64
H -3.88 -2.73 0.75
H -3.11 0.71 1.02
H -3.84 -0.03 -0.44
H -1.08 1.78 0.74
C -1.49 4.18 -1.44
H -0.93 5.05 -1.77
H -1.97 3.72 -2.29
H -2.26 4.50 -0.75
C 0.43 2.61 -1.80
H 1.12 1.92 -1.32
H 1.00 3.41 -2.25
H -0.12 2.09 -2.58
H 0.04 4.76 2.30
H -1.28 3.66 1.92

Output
Net charge = 0
LUMO level = 0.53 eV
Gap between HOMO and LUMO = 9.002 eV
Energy above the lowest of the compared OMol25 structures with the same formula, charge and spin = 60.2 kJ/mol

Löwdin population analysis, charges in e, atoms 1 to 8: -0.09, 0.07, -0.20, 0.08, 0.12, -0.53, 0.14, -0.47

***

ORCA calculation (ωB97M-V/def2-TZVPD) on one molecule with the formula C21H28N4O6S.

Element x y z (Å)
C -4.71 -3.45 0.37
H -4.83 -3.46 -0.70
H -4.06 -4.27 0.67
C -4.10 -2.12 0.80
N -4.94 -1.02 0.40
S -4.61 -0.38 -1.11
O -5.60 0.62 -1.37
O -4.48 -1.47 -2.02
C -3.02 0.41 -0.93
C -1.87 -0.26 -1.25
C -0.62 0.33 -1.08
C -0.51 1.61 -0.48
N 0.67 2.16 -0.11
C 0.75 3.46 0.53
C 2.24 3.64 0.84
H 2.76 4.05 -0.03
C 2.70 2.20 1.07
H 2.39 1.86 2.06
C 1.93 1.45 -0.01
H 2.48 1.51 -0.96
H 1.76 0.40 0.24
H 3.77 2.07 0.97
H 2.41 4.28 1.70
H 0.17 3.47 1.46
H 0.37 4.24 -0.13
C -1.72 2.29 -0.22
C -2.95 1.71 -0.44
H -3.86 2.25 -0.25
H -1.69 3.30 0.16
C 0.50 -0.45 -1.64
O 0.68 -1.64 -1.46
O 1.24 0.27 -2.50
C 2.27 -0.40 -3.21
C 3.57 -0.45 -2.39
O 4.54 0.21 -2.67
N 3.48 -1.29 -1.32
C 4.43 -1.43 -0.34
N 4.17 -2.13 0.73
O 5.28 -2.09 1.51
C 6.22 -1.35 0.91
C 5.75 -0.89 -0.29
H 6.23 -0.28 -1.02
C 7.53 -1.17 1.59
H 8.04 -2.13 1.68
H 8.15 -0.49 1.03
H 7.38 -0.78 2.60
H 2.61 -1.81 -1.17
H 1.95 -1.41 -3.47
H 2.45 0.19 -4.11
H -1.94 -1.24 -1.70
C -5.41 -0.10 1.41
C -6.49 -0.72 2.28
H -7.31 -1.06 1.65
H -6.11 -1.57 2.83
H -6.87 0.01 2.98
H -4.58 0.25 2.03
H -5.82 0.75 0.86
H -3.11 -2.01 0.33
H -3.96 -2.09 1.88
H -5.68 -3.59 0.84

Output
Net charge = 0
LUMO level = 0.52 eV
Gap between HOMO and LUMO = 8.766 eV
Energy above the lowest of the compared OMol25 structures with the same formula, charge and spin = 15.2 kJ/mol

Löwdin population analysis, charges in e, atoms 1 to 8: -0.07, 0.06, 0.07, -0.25, -0.26, 0.67, -0.29, -0.27

***

ORCA calculation (ωB97M-V/def2-TZVPD) on C21H28N7OSbSe4SiTc as an isolated structure.

Element x y z (Å)
Tc 1.07 0.04 -0.24
C -0.18 -1.57 2.92
C 0.71 -2.35 2.00
C 1.09 -3.64 2.24
C 1.91 -4.29 1.30
C 2.35 -3.66 0.17
C 1.97 -2.32 -0.02
N 1.14 -1.73 0.89
N 2.29 -1.42 -0.99
Si 2.96 -1.88 -2.57
C 4.68 -2.53 -2.31
C 3.01 -0.38 -3.64
C 1.89 -3.18 -3.35
H -0.14 -1.96 3.93
H -1.22 -1.63 2.58
H 0.10 -0.52 2.94
H 0.77 -4.15 3.14
H 2.21 -5.32 1.48
H 2.99 -4.15 -0.55
H 5.20 -1.98 -1.52
H 5.24 -2.40 -3.24
H 4.71 -3.60 -2.06
H 3.78 0.33 -3.33
H 2.05 0.14 -3.69
H 3.26 -0.71 -4.66
H 1.53 -3.92 -2.62
H 2.43 -3.72 -4.13
H 1.03 -2.70 -3.81
Se 0.21 3.84 -1.27
Sb 2.28 4.89 -2.89
Se 3.64 2.94 -1.31
Se 1.58 1.98 -1.30
Se 1.87 3.69 -4.84
C 2.05 0.71 1.17
H 2.19 0.09 2.06
H 2.56 1.67 1.21
N -5.74 5.44 6.11
C -5.20 4.76 5.36
C -4.51 3.91 4.42
C -5.17 3.45 3.29
C -4.51 2.64 2.38
C -3.19 2.29 2.62
C -2.52 2.73 3.74
C -3.18 3.56 4.64
N -2.52 1.46 1.67
C -3.03 0.35 1.03
C -2.03 -0.15 0.26
N -0.90 0.64 0.44
C -1.23 1.58 1.30
H -6.20 3.73 3.11
H -5.01 2.31 1.48
H -1.50 2.43 3.93
H -2.67 3.91 5.53
H -4.04 0.02 1.17
H -2.02 -1.00 -0.39
H -0.59 2.39 1.61
N -1.20 1.04 -3.27
C -0.93 -0.26 -3.02
N -1.49 -1.19 -3.83
O -0.22 -0.62 -2.07
H -1.68 1.32 -4.11
H -0.79 1.76 -2.70
H -1.98 -0.95 -4.67
H -1.20 -2.14 -3.69

Output
Net charge = +1
LUMO level (alpha / beta) = -4.93 / -4.91 eV
Gap between HOMO and LUMO (alpha / beta) = 5.533 / 5.550 eV
Energy above the lowest of the compared OMol25 structures with the same formula, charge and spin = 159.0 kJ/mol

Löwdin population analysis, charges in e, atoms 1 to 8: 1.10, -0.02, -0.30, -0.03, -0.03, -0.01, -0.41, -0.03